i | ORCA calculation (wB97M-V/def2-TZVPD) on a molecular structure, C3H8N3.

Summary:
LUMO energy in eV: -5.06
Spin multiplicity: 1
Kohn-Sham gap in eV: 9.4883
Total charge: +1

Last column: natural (NBO) charge in e.
CARTESIAN COORDINATES (ANGSTROEM)
C: -0.370 -1.219 -0.995  -0.177
C: -0.217 -0.477 0.275  0.122
C: 1.131 0.018 0.672  -0.631
N: -0.675 -2.333 -0.194  -0.081
N: -0.667 -1.750 0.922  -0.110
N: -1.225 0.578 0.399  -0.707
H: -1.070 -1.003 -1.742  0.230
H: 1.232 -1.615 -1.856  0.192
H: 1.862 -0.774 0.491  0.270
H: 1.044 0.162 1.822  0.255
H: 1.316 0.901 -0.042  0.239
H: -1.192 1.036 -0.553  0.456
H: -1.171 1.393 1.029  0.466
H: -2.128 0.013 0.607  0.477

=====

ii | ORCA calculation (wB97M-V/def2-TZVPD) on 2 unconnected molecules or ions with the total composition C3H8N3.

Summary:
LUMO energy (spin up / spin down) in eV: -4.08 / -5.01
Spin multiplicity: 1
Kohn-Sham gap (spin up / spin down) in eV: 8.2782 / 5.9754
Total charge: +1

Last column: natural (NBO) charge in e.
CARTESIAN COORDINATES (ANGSTROEM)
C: 1.171 0.057 -0.103  -0.268
C: -0.234 -0.278 -0.318  -0.246
C: -0.108 2.156 0.485  -0.420
N: -1.098 -3.640 -0.752  -0.193
N: -1.159 -2.932 0.120  0.254
N: 0.120 0.727 0.673  -0.378
H: 1.806 -0.621 0.454  0.224
H: 1.719 0.695 -0.789  0.223
H: -0.785 0.061 -1.179  0.194
H: 0.723 2.724 0.903  0.228
H: -0.190 2.381 -0.578  0.228
H: -1.031 2.462 0.978  0.234
H: -0.970 -4.246 -1.543  0.491
H: 0.036 0.454 1.650  0.428

=====

Most stable of them? ii.

=====

i | ORCA calculation (wB97M-V/def2-TZVPD) on 2 unconnected molecules or ions with the total composition C3H8N3.

Summary:
LUMO energy in eV: -5.56
Spin multiplicity: 1
Kohn-Sham gap in eV: 7.9261
Total charge: +1

Last column: natural (NBO) charge in e.
CARTESIAN COORDINATES (ANGSTROEM)
C: -0.187 -2.655 0.365  -0.365
C: -1.244 -1.933 0.144  -0.396
C: -0.251 1.838 0.878  -0.491
N: 1.309 1.604 -1.035  0.430
N: 1.632 1.258 -2.081  -0.280
N: 0.752 1.628 -0.029  0.031
H: -0.141 -3.553 0.964  0.219
H: 0.635 -2.370 -0.305  0.183
H: -1.072 -1.086 -0.518  0.157
H: -2.141 -1.922 0.731  0.206
H: -0.557 0.824 1.245  0.297
H: -1.113 2.362 0.587  0.262
H: 0.142 2.358 1.841  0.288
H: 2.236 1.647 -2.786  0.458

=====

ii | ORCA calculation (wB97M-V/def2-TZVPD) on a gas-phase ion, C3H8N3 (charge +1).

Summary:
LUMO energy in eV: -3.14
Spin multiplicity: 1
Kohn-Sham gap in eV: 11.3790
Total charge: +1
Structure (SMILES): NC(=[NH2+])N1CC1

Last column: natural (NBO) charge in e.
CARTESIAN COORDINATES (ANGSTROEM)
C: -0.678 -0.486 -0.568  0.695
C: 0.767 1.364 0.883  -0.220
C: 1.234 0.021 1.263  -0.204
N: -0.034 0.176 0.581  -0.436
N: -0.615 -1.772 -0.643  -0.721
N: -1.394 0.332 -1.331  -0.749
H: 0.306 2.204 1.470  0.242
H: 1.367 1.818 0.150  0.210
H: 2.044 -0.343 0.667  0.214
H: 1.173 -0.193 2.233  0.219
H: -0.036 -2.166 -0.020  0.421
H: -1.056 -2.329 -1.433  0.447
H: -1.196 1.367 -1.112  0.451
H: -1.881 0.008 -2.140  0.433

=====

Most stable of them? ii.

=====

i | ORCA calculation (wB97M-V/def2-TZVPD) on 2 unconnected molecules or ions with the total composition C4H13NOS.

Summary:
LUMO energy in eV: 0.60
Spin multiplicity: 1
Kohn-Sham gap in eV: 9.6259
Structure (SMILES): NCCCCS.O

Last column: natural (NBO) charge in e.
CARTESIAN COORDINATES (ANGSTROEM)
C: 0.708 -0.822 0.946  -0.405
C: 0.025 0.544 1.224  -0.431
C: 0.504 1.755 0.370  -0.469
S: 2.244 2.200 1.009  -0.115
C: 1.211 -0.993 -0.512  -0.211
N: 0.205 -1.265 -1.485  -0.846
H: 1.606 -0.939 1.530  0.213
H: -0.005 -1.691 1.147  0.216
H: -1.043 0.286 1.050  0.205
H: 0.151 0.901 2.227  0.216
H: 0.694 1.526 -0.680  0.214
H: -0.058 2.685 0.392  0.226
H: 1.904 3.142 1.928  0.127
H: 1.914 -0.153 -0.747  0.152
H: 1.921 -1.848 -0.450  0.193
H: 0.643 -1.326 -2.395  0.356
H: -0.580 -0.645 -1.652  0.360
H: -4.467 -1.383 -0.652  0.482
H: -3.679 -0.567 -1.824  0.478
O: -3.899 -1.408 -1.424  -0.959

=====

ii | ORCA calculation (wB97M-V/def2-TZVPD) on 2 unconnected molecules or ions with the total composition C4H13NOS.

Summary:
LUMO energy in eV: 0.76
Spin multiplicity: 1
Kohn-Sham gap in eV: 9.9323
Structure (SMILES): CNCCCS.O

Last column: natural (NBO) charge in e.
CARTESIAN COORDINATES (ANGSTROEM)
C: -0.802 0.192 -1.211  -0.424
C: 0.259 1.261 -1.474  -0.522
S: 0.337 2.629 -0.301  -0.040
C: -0.761 -0.516 0.127  -0.239
N: 0.355 -1.450 0.310  -0.661
C: 1.491 -0.890 1.032  -0.405
H: -1.785 0.687 -1.266  0.208
H: -0.778 -0.503 -2.038  0.205
H: 0.148 1.631 -2.491  0.221
H: 1.255 0.824 -1.415  0.216
H: -0.806 3.245 -0.637  0.119
H: -0.818 0.127 0.995  0.214
H: -1.708 -1.066 0.256  0.204
H: 0.617 -1.875 -0.569  0.361
H: 1.252 -0.735 2.084  0.200
H: 1.775 0.110 0.675  0.165
H: 2.342 -1.546 0.938  0.204
H: -1.299 -4.175 1.211  0.457
H: -0.664 -2.801 1.300  0.488
O: -1.227 -3.424 1.807  -0.970

=====

Most stable of them? ii.